The following is a quantum chemistry calculation of 2 unconnected molecules or ions with the total composition C6H12N in a non-equilibrium geometry, from OMol25.

Summary:
Gap between HOMO and LUMO (eV): 8.8
Total energy (eV): -7895.81053
E_HOMO (eV): -13.801
ΔE to the lowest compared entry with this formula, charge and spin (kJ/mol): 410.2

The geometry in ORCA input format:
```
! wB97M-V def2-TZVPD RIJCOSX def2/J DEFGRID3
* xyz 1 1
H -0.06091 1.31317 1.24944
H 0.89914 -1.94157 -1.04492
H -1.30688 -2.29495 0.57840
N -0.31256 0.86708 -1.36035
H -0.93860 0.33965 2.25756
H -0.04428 0.40160 -2.19030
C 0.52909 1.86126 -0.96977
H -1.30492 1.21297 -1.35191
H -1.74805 -1.44972 -1.03182
H 2.03600 3.35106 -0.08519
C -0.11586 0.22108 1.49973
H 1.76062 -2.00289 0.49520
H 0.70553 0.08498 2.02061
H 1.62738 -0.51807 -0.44098
C -1.53200 -1.25879 0.02184
C -0.20753 -0.65557 0.37476
C 1.34067 2.57512 -0.40662
H -2.38075 -0.71312 0.48568
C 1.05391 -1.39331 -0.10134
*
```

***

The following is a quantum chemistry calculation of 11 unconnected molecules or ions with the total composition C74H169N11O11 in a non-equilibrium geometry, from OMol25.

Summary:
Gap between HOMO and LUMO (eV): 8.6
Total energy (eV): -118380.42595
E_HOMO (eV): -8.124
ΔE to the lowest compared entry with this formula, charge and spin (kJ/mol): 374.5

The geometry in ORCA input format:
```
! wB97M-V def2-TZVPD RIJCOSX def2/J DEFGRID3
* xyz 0 1
C 28.77496 14.05658 23.95548
H 16.95300 11.98085 15.88646
C 20.04058 18.62643 13.61005
H 19.86752 15.98938 21.90310
H 25.08038 18.05889 25.82764
H 29.02839 14.24365 22.91313
H 16.43165 20.52154 19.94831
H 20.07312 18.35983 27.66352
H 21.05881 21.53814 26.23448
H 13.50812 20.43925 23.13934
O 15.79115 14.27465 19.14340
H 24.34226 16.76694 12.94351
C 18.93074 13.86315 20.06482
H 26.19821 17.34579 24.05865
H 13.07235 13.51915 22.80010
H 12.49817 18.93931 23.00619
N 15.46105 10.73451 14.35572
H 16.61898 13.43388 21.35949
H 21.75544 17.68718 27.90802
C 20.79727 13.75002 18.51096
O 23.50123 18.21467 14.75130
H 20.83001 21.41420 28.01559
H 18.19380 13.28256 24.30941
H 21.44374 18.61418 16.70997
C 19.94713 14.78204 19.29226
C 26.44749 19.64332 20.16193
O 20.11178 16.35217 21.00180
H 11.58844 15.56064 19.16409
H 23.08809 17.61781 18.94111
H 26.28003 9.49897 24.43582
C 22.17476 15.93609 19.85205
C 19.18888 13.37745 23.78345
H 12.62916 16.34331 20.39622
H 21.84519 20.71897 13.67946
O 15.92370 13.62542 16.50648
C 12.89445 19.76757 22.41201
C 23.38083 16.54279 12.47903
H 26.43622 8.49740 22.93587
C 15.71669 13.76234 21.94501
H 12.15058 18.09748 20.76605
C 21.52258 20.34595 14.66514
N 21.94875 19.29931 25.65769
H 28.34486 15.29341 27.04131
C 19.20619 20.18652 20.34936
H 30.84822 14.03995 24.56260
H 18.22962 13.41398 19.33008
H 13.91340 13.29263 17.60541
H 17.59236 24.65135 18.96820
C 26.64464 9.44597 23.38378
C 24.27189 11.05384 21.26952
C 26.56986 14.01379 25.34814
H 20.82657 15.50788 12.41299
H 13.22644 11.29530 14.41738
H 12.38835 13.10996 18.48820
C 13.62492 11.83514 15.28941
H 28.51972 12.96113 24.07041
C 13.08926 13.87328 18.07111
C 23.13716 16.10224 21.08205
C 13.56042 14.96289 19.07944
C 13.27909 14.19632 21.89600
C 23.12595 18.53859 23.79629
H 27.23159 13.68246 26.12047
C 16.84892 23.94779 19.43307
C 20.71572 18.30642 15.90794
C 12.04442 14.35417 21.04158
H 20.13281 21.50208 17.33202
H 28.01149 18.74244 25.41508
H 22.57093 16.46267 21.92570
H 26.19438 20.59568 19.64860
H 21.49440 22.44608 19.11869
H 26.45858 21.62444 22.26266
H 27.72794 9.53278 23.42730
H 13.98736 11.69934 21.54146
H 25.17388 17.96457 17.69492
C 16.73525 17.31006 20.54753
H 14.59907 16.76823 19.09442
H 15.04946 10.61343 13.43268
C 20.89708 16.54647 12.70446
H 21.79694 16.55511 25.65490
C 22.82494 16.89854 25.69177
H 18.29398 15.27312 17.98034
N 12.83942 18.66591 20.25134
H 26.48992 13.68582 22.59278
C 21.11315 21.67490 19.76444
C 29.83256 14.42965 24.91359
H 23.94852 18.17160 23.22249
C 23.32912 13.44959 24.74918
H 23.82192 12.54986 24.93594
H 12.57273 14.42626 17.25372
H 19.78784 15.90671 17.43872
H 16.28025 16.37269 20.44028
H 22.62006 12.10403 21.88596
H 25.57752 15.08739 23.10321
H 18.18916 20.66518 16.39204
H 21.10824 22.03453 20.76472
H 18.46156 15.79283 23.91809
H 12.08507 20.41796 22.08870
H 27.59092 19.66712 20.08580
C 22.39648 15.63799 14.57775
C 13.67090 19.31088 21.21125
H 23.43534 15.50252 12.07003
H 20.31268 19.05874 12.59521
H 15.07272 12.79827 14.21064
H 23.89066 16.76256 20.73468
H 13.48802 11.25345 16.16529
H 13.29714 18.16851 19.53371
H 26.21862 13.07377 24.90032
H 15.86542 14.69510 22.43253
H 23.18784 19.60557 23.73978
H 25.00316 19.52277 27.96693
O 15.67286 18.31170 20.45820
H 24.44393 10.17147 20.64209
H 16.82904 21.47292 21.23475
H 24.84660 12.51011 19.75687
C 22.09130 14.27947 17.92828
H 21.87772 14.97151 17.09444
C 20.02126 14.59010 24.19943
H 22.05035 15.25343 23.87460
H 26.19154 19.46302 17.54683
H 24.68405 11.59014 23.30864
H 23.81245 18.23232 27.97794
H 13.36205 12.26079 19.98999
H 16.81881 15.41682 16.09380
H 22.73665 11.71864 20.31614
H 22.69993 13.49751 17.47854
C 14.00865 16.23282 18.36374
H 25.72060 14.58619 25.71008
H 11.86518 13.46257 20.46562
H 19.27463 19.23744 14.13921
C 14.49901 13.67718 21.07375
H 13.20692 16.79775 17.88372
H 13.63207 15.18693 22.27891
H 17.27013 17.50067 21.51472
H 27.34844 16.67745 27.14523
C 17.38515 22.54621 19.29987
C 19.52728 20.86321 18.00348
C 15.02830 11.94804 14.92720
H 15.60093 11.63830 16.93313
H 19.95673 14.63320 25.25882
C 28.33894 16.37365 26.92181
C 15.92234 12.25158 16.10475
H 19.03566 13.33323 22.70142
C 17.31589 22.10780 17.81300
H 16.23310 22.07754 17.57324
H 21.58597 15.63128 15.33072
H 18.35168 14.54297 20.71313
H 25.86926 17.55701 21.45934
H 24.58282 19.59067 18.14011
H 22.74840 20.37672 28.63757
C 23.04276 20.16295 27.59577
H 21.69326 18.03577 19.66135
H 22.13433 18.42979 23.34615
H 19.05741 16.66868 18.87712
H 21.82813 20.81687 19.56442
H 30.69536 16.12632 25.90888
H 20.01244 19.91129 17.95254
H 21.06963 12.94722 19.25797
C 16.61599 14.43937 15.60166
H 20.20623 13.20011 17.76998
H 21.12473 17.05395 11.77406
C 26.56957 14.68281 22.97753
O 25.86723 18.53624 19.49497
H 19.72288 18.72912 16.20308
N 18.84658 22.52702 19.63060
H 23.10173 16.82878 26.75865
H 23.56660 15.19374 21.41125
O 18.96092 22.93756 20.98655
C 12.36972 15.37225 19.94120
N 22.82371 11.30124 21.24332
H 13.12195 12.79236 15.42178
H 19.17184 23.90368 20.88594
C 21.41462 14.42721 23.66400
H 22.33374 20.47703 15.37479
H 21.18767 14.35244 22.57777
C 24.76757 10.72106 22.70015
H 15.48032 13.62281 18.54415
C 14.96310 18.56384 21.62955
H 16.73241 24.28483 20.52370
H 14.65563 17.60269 22.12526
H 19.92055 19.32819 20.25821
H 17.55251 14.03530 15.26309
N 22.35684 18.13059 13.94406
H 19.70430 12.41201 23.96470
H 23.34920 21.09787 27.13426
H 16.44527 10.62709 14.24387
H 29.58621 13.91171 25.86449
H 26.13872 11.76697 20.80536
H 13.93896 20.25720 20.74175
H 11.17056 14.45520 21.74829
C 24.33699 18.82188 25.94859
H 23.81747 15.47154 18.54511
C 25.99474 19.58171 21.61152
C 25.42926 18.90964 18.15912
H 20.68792 20.90996 15.01866
C 22.90220 14.95270 18.95551
H 15.10050 11.87189 20.12647
H 25.00011 13.14082 21.39284
H 24.06017 14.05293 24.13193
H 17.56602 19.95886 17.98323
C 26.53345 20.61763 22.55539
H 15.64353 13.06280 22.81921
H 15.48714 21.91182 20.24787
C 16.54016 21.56634 20.18738
H 19.35535 13.03507 20.59378
H 21.04886 18.94344 28.98189
H 17.44012 17.56976 19.73091
C 28.88018 18.14515 25.16362
H 27.53424 20.41440 22.92730
H 29.00239 16.80285 27.71431
C 19.66154 21.33057 19.45543
C 27.40379 14.77132 24.23842
C 19.66581 17.19569 13.34591
H 14.65559 16.02523 17.47127
H 19.90478 16.61334 23.99400
H 19.26283 20.53423 21.38246
H 26.97835 15.25557 22.14369
N 27.72655 16.18381 24.47890
N 19.41525 15.74931 23.60744
C 22.06964 17.19462 19.08211
C 21.12331 18.57908 27.92493
O 20.71687 18.67149 25.21492
O 26.47455 16.77662 24.81212
C 18.07402 20.79952 17.49296
N 20.86133 15.38000 20.28931
H 23.26846 17.20609 11.67654
H 15.84653 24.07584 18.98983
H 18.84110 17.29631 12.66404
N 26.38167 18.24611 22.06582
C 21.70631 19.70184 27.00853
H 16.03674 14.62690 14.69309
H 20.53838 17.22957 15.91294
H 24.23040 9.82135 23.04967
H 23.18118 13.99469 25.69770
H 18.18825 19.76358 20.08330
H 25.91181 20.62750 23.44317
C 22.19275 16.64393 13.47660
C 20.76924 20.92973 27.08109
O 22.10945 13.21077 24.11599
C 21.16958 18.84005 14.53846
C 25.11496 12.20907 20.75259
H 30.41727 16.30067 24.20395
H 23.29178 18.18525 15.71932
O 26.17202 10.47779 22.63173
C 29.99490 15.92977 25.11984
C 28.73557 16.63895 25.46993
H 20.43976 19.19326 24.42938
H 19.41290 16.65595 14.23418
N 14.66652 14.56671 19.94364
H 23.39496 15.82828 15.01165
C 14.21992 12.29780 20.63234
C 23.02683 18.36043 25.28532
H 23.30859 14.13475 19.60193
H 17.63277 22.97242 17.19156
C 24.14258 19.10222 27.42723
H 21.62452 17.05660 18.07961
H 27.34557 18.11627 21.82198
H 24.71882 19.73031 25.39350
H 22.44556 14.61040 14.15273
H 19.65827 20.73218 26.97080
C 19.22996 15.73704 18.36670
H 29.73819 18.52271 25.68437
H 24.92681 19.79231 21.59773
H 15.46116 19.29163 22.29711
H 23.51048 16.27832 25.05174
H 29.05321 18.18282 24.08991
*
```

***

The following is a quantum chemistry calculation of 2 unconnected molecules or ions with the total composition C3H8NO2S in a non-equilibrium geometry, from OMol25.

Summary:
Gap between HOMO and LUMO (spin up / spin down) (eV): 7.0 / 7.7
Total energy (eV): -19657.50675
E_HOMO (spin up / spin down) (eV): -3.244 / -4.063
ΔE to the lowest compared entry with this formula, charge and spin (kJ/mol): 609.1

The geometry in ORCA input format:
```
! wB97M-V def2-TZVPD RIJCOSX def2/J DEFGRID3
* xyz -1 1
C 0.61364 -0.18654 1.33925
O 0.60128 0.49926 -2.97735
C -1.70792 -0.58628 -1.84782
H 1.45689 -0.40215 2.19378
C -0.31512 1.02954 1.54665
N 1.47768 0.20411 0.21576
O 0.79162 -1.79707 -1.85820
H -1.85856 -1.01952 -0.79671
S 0.21396 -0.41905 -1.90529
H 0.00673 1.81412 0.70678
H -1.31668 0.76552 1.41803
H 2.15079 -0.59178 -0.01070
H -1.98757 0.43002 -1.69572
H -0.24409 1.43390 2.56609
H 0.11737 -1.17408 1.10546
*
```

***

The following is a quantum chemistry calculation of a molecular structure, C25H33FN3O3RuS2, from OMol25.

Summary:
Gap between HOMO and LUMO (spin up / spin down) (eV): 4.2 / 4.1
Total energy (eV): -64040.12089
E_HOMO (spin up / spin down) (eV): -5.298 / -5.246
ΔE to the lowest compared entry with this formula, charge and spin (kJ/mol): 40.8

The geometry in ORCA input format:
```
! wB97M-V def2-TZVPD RIJCOSX def2/J DEFGRID3
* xyz 0 2
H -4.97098 -0.46716 -0.26512
C 4.50650 1.33067 -5.00437
H 3.22866 4.75185 1.76472
C 2.61786 2.98946 0.58347
H -4.86638 -1.01046 2.23396
H 2.31591 1.83414 -4.10867
C 0.69672 -0.49331 -2.56793
H 4.17750 0.60391 -2.95041
C -0.51361 -5.74000 4.14491
H 1.95183 1.33563 -7.15257
O -1.22491 -0.92782 1.00600
Ru -2.27203 -1.64838 2.74588
C 1.63466 0.52129 -2.71064
H 0.39923 -5.45093 4.67389
N 2.33586 0.81575 -3.97263
C 1.06612 1.64875 1.89455
S -3.46785 -2.85258 4.20141
H -5.90795 1.24933 1.32622
C 2.60839 0.88562 -6.41112
C 3.79660 0.45397 -3.95576
C -1.38314 -4.54336 3.87402
F 0.41025 -1.31875 -3.59388
C -0.32409 -0.09191 0.99960
C 1.33406 1.16318 -0.40882
C -3.95878 -0.07545 -0.12781
C 0.38097 0.14087 -0.28104
H -0.20539 -6.20793 3.20797
H -0.66075 -1.46548 -1.22876
H 1.29056 4.29104 -0.61866
H -1.02556 -6.48969 4.74817
H -3.23383 -6.15103 5.34003
H -2.29779 -5.21379 6.50521
H 2.66950 2.15088 -1.77479
S -0.86438 -3.50042 2.56818
C -2.49561 -4.26250 4.57338
H 1.45026 4.36906 1.85695
C -3.95065 -0.42157 2.37191
C -0.34153 0.55175 3.56048
H -4.05921 0.10409 3.33084
C 0.13696 0.69394 2.11512
C 1.95469 1.34895 -1.64521
H 3.84437 -0.60862 -4.18856
H -4.81702 2.21811 2.31445
H -3.76538 0.62891 -0.94439
H 3.06693 4.70206 -0.77107
H -3.93615 -4.71909 6.09212
C 0.07170 -0.67928 -1.36033
N 3.47966 1.91383 -5.85980
O -1.32505 -0.21857 3.80803
N 1.62679 1.95127 0.68215
H -3.26840 -0.91441 -0.21621
H -4.83440 2.42533 0.55572
H 1.79577 -0.78093 -5.23232
H 1.40682 2.22791 2.74253
C -4.90797 1.69010 1.36371
C -3.01635 -5.13696 5.68567
C 1.75731 0.30194 -5.26093
C -3.84632 0.59556 1.23988
C 2.37541 4.27390 1.30704
O 0.25363 1.22592 4.39045
H 3.88014 2.49692 -6.58066
H -2.86584 1.09272 1.30215
H 0.71694 0.61685 -5.29648
H 3.63992 2.62657 0.53562
H 3.16601 0.07926 -6.90295
H 5.05022 2.13855 -4.51552
H 5.23043 0.71354 -5.54897
C 2.28216 4.23700 -0.19003
*
```